ORCA calculation (ωB97M-V/def2-TZVPD) on a structure of composition C17H20N5O2RhS3Te.

Geometry as XYZ:
```
49
Properties=species:S:1:pos:R:3:forces:R:3
Rh -0.564119 0.710624 -0.188053 0.150 -0.652 0.111
C 1.211477 0.123516 -4.026312 -0.080 -0.035 -0.058
C 0.615886 0.019143 -2.666005 -0.204 -0.063 -0.054
N 0.095327 1.006144 -2.027782 0.240 -0.005 0.058
N -0.188781 2.184132 -2.676285 0.196 0.168 0.119
C -1.398259 2.552019 -2.349868 -0.030 -0.090 0.033
N -1.917828 3.661932 -2.925178 -0.015 0.014 -0.046
S -2.425490 1.611174 -1.284999 -0.396 0.206 -0.285
C 0.343775 -1.275412 -2.026220 -0.001 0.018 -0.056
C 0.769331 -2.492976 -2.535117 -0.095 0.019 -0.077
C 0.319613 -3.655919 -1.940402 -0.039 -0.009 0.020
C -0.542746 -3.573579 -0.856721 0.052 -0.042 -0.009
C -0.911927 -2.326915 -0.388541 -0.068 0.065 0.004
N -0.493314 -1.204615 -0.967707 0.144 0.008 0.122
H 1.321005 1.167379 -4.302689 0.002 0.000 0.004
H 0.583427 -0.377786 -4.766107 -0.010 0.014 0.001
H 2.189420 -0.360706 -4.028083 -0.010 0.003 -0.005
H -1.264696 4.275336 -3.385292 0.006 -0.001 0.005
H -2.688571 4.097918 -2.450152 0.019 0.011 0.021
H 1.450412 -2.519274 -3.372894 0.006 0.010 0.006
H 0.651582 -4.617658 -2.308289 -0.018 -0.003 -0.003
H -0.910182 -4.460059 -0.360002 -0.014 0.000 -0.013
H -1.553135 -2.198239 0.473104 0.030 0.005 0.019
Te 1.489868 -0.216014 1.295627 0.188 0.255 0.000
C 2.693024 -1.312378 -0.018625 0.029 0.070 -0.061
C 2.923169 -2.660223 -0.017860 0.027 -0.007 0.015
C 3.777457 -3.089336 -1.069853 0.011 -0.016 0.013
C 4.188075 -2.059445 -1.863305 0.010 0.008 0.011
S 3.557237 -0.568537 -1.308211 0.029 -0.019 0.055
H 2.481650 -3.322670 0.713537 -0.008 0.000 -0.004
H 4.077485 -4.116493 -1.225696 0.001 0.000 -0.001
H 4.843687 -2.103798 -2.718826 0.003 0.000 0.002
O -0.784416 4.868995 0.252578 0.010 -0.014 0.002
C -0.545892 3.711338 0.373058 -0.001 0.034 -0.006
N -0.278606 2.567165 0.558549 0.017 0.031 0.058
O -1.471215 0.264579 1.664498 -0.216 -0.001 0.045
S -2.127941 1.434366 2.424261 0.082 -0.011 -0.074
C -2.883727 0.539633 3.803738 0.002 0.005 -0.016
C -1.806784 0.380157 4.869394 -0.033 0.004 0.003
C -1.099950 1.731216 4.924694 0.042 -0.031 0.005
C -0.813712 2.130818 3.480302 -0.054 -0.032 0.022
H -3.259737 -0.390596 3.382193 -0.040 0.009 0.017
H -3.723813 1.141819 4.155430 0.020 0.025 0.008
H -1.108698 -0.404965 4.572718 0.010 0.016 -0.017
H -2.243536 0.103895 5.829206 0.014 -0.025 -0.001
H -0.169841 1.684943 5.491115 -0.013 0.011 0.021
H -1.744285 2.469883 5.406888 -0.005 0.004 -0.011
H 0.092503 1.669156 3.089272 0.027 0.037 -0.009
H -0.754197 3.200318 3.294920 -0.015 0.006 0.005
```
Positions in Å, forces in eV/Å.

Frontier orbital gap   6.61 eV
DFT total energy   -2657.2272 Eh
ΔE to the lowest compared entry with this formula, charge and spin   0.000 eV
LUMO   -0.329 eV
F_max   0.7 eV/Å
E_HOMO   -6.938 eV

natural (NBO) atomic charge list, values in e, 2 entries:
1. Rh 0.7117
2. C -0.6786